DFT (wB97M-V/def2-TZVPD) results for a structure of composition C28H33AsCdN2O2STe at a distorted geometry.

Each line ends with the Löwdin spin population.
Geometry (Å):
Cd  0.62798  0.63832  0.11108  0.3734
O  -0.60081  0.84293  2.01681  0.0841
N  -1.65640  1.63092  2.01367  0.0074
C  -1.44469  2.96848  1.98511  0.0135
C  -2.52698  3.81625  1.86277  0.0001
C  -3.81919  3.29596  1.78195  0.0052
C  -3.97372  1.94037  1.80534  0.0004
C  -2.90220  1.10196  1.98552  0.0064
H  -0.42929  3.32979  1.96243  0.0061
H  -2.42820  4.85931  1.84435  -0.0001
H  -4.64195  4.03711  1.70619  0.0002
H  -4.96085  1.50990  1.76931  0.0000
H  -2.92616  0.03666  2.24728  0.0009
C  -0.62755  4.92949  -3.01324  0.0881
Te  0.11692  3.44984  -1.57893  0.1622
C  -1.76436  2.47486  -1.92967  0.0091
C  -2.34201  3.12216  -3.14543  0.0018
C  -3.44286  2.53585  -3.74861  0.0001
C  -3.99602  3.14050  -4.83854  0.0002
C  -3.48155  4.35729  -5.35079  0.0007
C  -2.40482  4.92368  -4.74723  0.0046
C  -1.79883  4.31602  -3.65026  0.0100
H  0.23014  5.07472  -3.66304  0.0005
H  -0.87720  5.84852  -2.46341  0.0016
H  -2.43896  2.68606  -1.07721  0.0004
H  -1.64690  1.38354  -2.01214  0.0033
H  -3.80453  1.63206  -3.33288  0.0002
H  -4.84399  2.64590  -5.28999  0.0000
H  -3.91459  4.81777  -6.24271  0.0002
H  -2.04219  5.88650  -5.10238  0.0004
C  0.54914  -3.27590  -2.28380  0.0012
As  -0.10876  -1.44995  -2.59047  0.0093
C  -1.46754  -1.56133  -3.91375  0.0017
C  1.21185  -0.32985  -3.36325  0.0174
O  -0.78451  -0.72257  -1.26892  0.0768
H  0.37777  -3.86989  -3.19179  0.0002
H  -0.11626  -3.58157  -1.44428  0.0004
H  1.62558  -3.20316  -1.95395  0.0001
H  -1.07134  -1.89310  -4.85851  0.0002
H  -1.94747  -0.60899  -4.04098  0.0001
H  -2.18411  -2.33201  -3.60219  0.0003
H  1.33242  -0.63297  -4.38739  0.0006
H  2.18230  -0.57159  -2.86554  0.0047
H  0.87733  0.66514  -3.15120  0.0070
N  1.52188  -1.36351  0.96137  0.0628
S  2.47363  -1.25006  2.25154  0.0304
C  1.63165  -1.85381  3.73785  0.0004
C  1.32741  -3.22381  3.83427  0.0007
C  0.75480  -3.71770  4.96354  0.0000
C  0.43211  -2.88972  6.01653  0.0005
C  0.74918  -1.55157  5.91035  0.0000
C  1.30885  -0.98924  4.76479  0.0008
C  3.77739  -2.48344  2.10792  0.0008
C  4.60139  -2.71951  3.19876  0.0005
C  5.66458  -3.62319  3.04214  0.0001
C  5.90832  -4.24312  1.79963  0.0002
C  5.05185  -3.93776  0.76558  0.0000
C  4.02056  -3.05162  0.91950  0.0004
H  0.91570  -2.21598  0.97406  0.0012
H  1.61378  -3.91876  2.98803  0.0001
H  0.48890  -4.73839  5.00241  0.0000
H  -0.09677  -3.22725  6.84576  0.0000
H  0.49683  -0.87423  6.72731  0.0000
H  1.49747  0.07101  4.76773  0.0001
H  4.47325  -2.14871  4.07304  0.0001
H  6.38827  -3.74122  3.84467  0.0000
H  6.63935  -5.02289  1.61852  0.0000
H  5.19795  -4.38510  -0.19856  0.0000
H  3.44704  -2.76540  0.09390  0.0001

Calculated values
HOMO level (alpha / beta): -8.504 / -9.872 eV
ΔE to the lowest compared entry with this formula, charge and spin: 14.22 kcal per mole
total charge: +1
<S²>: 0.76
spin multiplicity: 2
max |F|: 2.24 eV/A
molar mass: 776.59 g mol⁻¹